Entry 1:
{
  "formula": "C8H10F3NSn",
  "method": "the ωB97M-V functional and the def2-TZVPD basis",
  "total_charge": -2,
  "gap_ev": [4.26, 4.81],
  "spin_multiplicity": 1,
  "e_tot_ev": -23923.5727,
  "molar_mass_g_mol": 295.9,
  "species": ["C", "C", "C", "C", "C", "Sn", "N", "C", "C", "H", "H", "H", "H", "H", "H", "H", "H", "H", "H", "F", "C", "F", "F"],
  "xyz": [[-0.12, -2.28, -0.62], [-1.26, -1.74, -1.21], [-1.89, -0.87, -0.29], [-1.18, -0.90, 0.93], [-0.03, -1.79, 0.73], [1.08, 0.26, 0.41], [2.77, -1.52, 2.48], [1.08, 1.41, -1.26], [-0.06, 1.78, -2.08], [-2.78, -0.29, -0.47], [-1.63, -1.95, -2.21], [-1.52, -0.51, 1.90], [0.61, -2.17, 1.51], [0.57, -2.99, -1.06], [-0.30, 1.14, -2.94], [1.65, 2.33, -0.93], [3.44, -1.78, 1.71], [-0.46, 2.79, -1.95], [1.80, 0.77, -1.85], [-1.42, 1.93, 0.98], [-0.19, 1.82, 1.62], [0.32, 3.08, 1.66], [-0.48, 1.48, 2.93]],
  "mulliken_charge": [-0.9306, -0.3392, -0.5704, -0.9237, -0.9006, 0.3247, -0.5664, -0.7824, -0.7986, 0.3546, 0.3984, 0.6333, 1.2486, 0.3622, 0.2620, 0.3044, -0.0429, 0.2568, 0.2783, -0.2350, 0.2139, -0.2797, -0.2678]
}


Entry 2:
{
  "formula": "C8H16N2",
  "method": "the ωB97M-V functional and the def2-TZVPD basis",
  "gap_ev": 9.49,
  "spin_multiplicity": 1,
  "e_tot_ev": -11534.7756,
  "molar_mass_g_mol": 140.2,
  "smiles": "Cc1c[nH]cn1.CC(C)C",
  "species": ["C", "C", "C", "N", "C", "N", "H", "H", "H", "H", "H", "H", "C", "C", "C", "C", "H", "H", "H", "H", "H", "H", "H", "H", "H", "H"],
  "xyz": [[1.56, -2.94, 1.42], [0.09, -2.88, 1.13], [-1.00, -3.55, 1.58], [-2.09, -3.10, 0.90], [-1.63, -2.02, 0.15], [-0.34, -1.87, 0.24], [1.86, -1.97, 1.84], [1.96, -3.05, 0.41], [1.87, -3.72, 2.11], [-0.97, -4.24, 2.40], [-3.00, -3.46, 1.09], [-2.39, -1.48, -0.47], [-1.08, 2.84, -0.81], [0.40, 2.52, -1.38], [1.29, 3.54, -0.62], [0.57, 1.05, -1.03], [-1.02, 3.90, -0.61], [-1.18, 2.14, 0.03], [-1.86, 2.61, -1.55], [0.51, 2.67, -2.46], [1.12, 3.49, 0.44], [2.35, 3.35, -0.84], [1.12, 4.43, -1.20], [-0.28, 0.38, -1.28], [1.48, 0.61, -1.49], [0.69, 0.72, -0.01]],
  "mulliken_charge": [-1.0059, 0.3732, -0.5404, -0.0868, -0.1716, -0.2997, 0.2490, 0.2532, 0.3219, 0.3711, 0.1913, 0.3455, -1.2900, 0.6920, -1.4168, -1.6059, 0.4592, 0.2918, 0.3035, 0.3132, 0.3162, 0.3819, 0.4201, 0.3001, 0.4048, 0.4290]
}


Entry 3:
{
  "formula": "C25H34NSV",
  "method": "the ωB97M-V functional and the def2-TZVPD basis",
  "total_charge": 2,
  "gap_ev": [8.36, 6.60],
  "spin_multiplicity": 3,
  "s_squared": 2.05,
  "e_tot_ev": -64471.0118,
  "molar_mass_g_mol": 431.6,
  "species": ["C", "H", "H", "H", "C", "H", "H", "C", "H", "H", "H", "C", "C", "C", "C", "C", "C", "C", "C", "C", "C", "V", "H", "H", "H", "H", "H", "H", "H", "H", "H", "H", "H", "H", "H", "H", "H", "N", "S", "C", "C", "C", "C", "C", "C", "C", "C", "C", "C", "C", "C", "H", "H", "H", "H", "H", "H", "H", "H", "H", "H", "H"],
  "xyz": [[1.03, 1.83, -1.10], [1.82, 1.97, -0.34], [1.44, 1.60, -2.09], [0.89, -1.12, 0.83], [0.02, 2.97, -1.06], [-0.96, 2.60, -1.43], [-0.21, 3.26, -0.03], [0.43, 4.20, -1.84], [-0.37, 4.91, -1.92], [1.29, 4.67, -1.40], [0.68, 3.85, -2.83], [-0.78, -1.79, -0.03], [-1.33, -0.81, -0.85], [-0.37, -0.51, -1.88], [0.84, -1.19, -1.57], [0.67, -1.88, -0.28], [1.63, -2.95, 0.25], [2.06, -1.21, -2.45], [-0.72, 0.14, -3.20], [-2.79, -0.47, -0.94], [-1.47, -2.58, 1.02], [0.46, 0.11, -0.02], [2.93, -1.41, -1.83], [2.06, -1.91, -3.31], [2.15, -0.20, -2.88], [2.64, -2.72, -0.09], [1.58, -2.85, 1.34], [1.39, -3.97, -0.06], [-2.47, -2.18, 1.21], [-1.58, -3.63, 0.69], [-0.90, -2.56, 1.96], [-2.97, 0.50, -1.43], [-3.33, -1.23, -1.54], [-3.26, -0.44, 0.05], [0.05, 0.85, -3.52], [-0.86, -0.58, -4.03], [-1.66, 0.70, -3.11], [-0.41, 0.51, 1.67], [0.65, 0.46, 2.94], [-0.01, 1.62, 4.16], [0.92, 2.38, 4.88], [0.47, 3.28, 5.86], [-0.91, 3.41, 6.09], [-1.83, 2.66, 5.35], [-1.38, 1.76, 4.38], [0.47, -1.11, 3.82], [-0.78, -1.53, 4.26], [-0.88, -2.74, 4.96], [0.26, -3.49, 5.23], [1.52, -3.07, 4.78], [1.62, -1.88, 4.05], [-1.39, 0.60, 1.94], [1.98, 2.25, 4.68], [1.20, 3.85, 6.43], [-1.27, 4.10, 6.85], [-2.90, 2.75, 5.54], [-2.08, 1.15, 3.80], [-1.65, -0.91, 4.06], [-1.86, -3.05, 5.31], [0.17, -4.41, 5.82], [2.41, -3.65, 5.00], [2.59, -1.52, 3.69]],
  "mulliken_charge": [-0.8964, 0.6924, 0.4016, 0.2190, -0.2268, 0.1316, 0.3231, -1.4337, 0.4215, 0.3433, 0.3432, 1.9731, 0.6268, 0.3543, 0.5370, 0.1554, -0.8189, -1.7167, -1.3863, -1.9841, -1.1476, -0.6830, 0.3992, 0.3111, 0.3846, 0.3349, 0.2191, 0.3200, 0.3611, 0.3338, 0.0803, 0.4682, 0.3341, 0.4336, 0.3146, 0.3357, 0.3967, -0.1709, -0.0240, 1.1927, -0.4493, -0.7182, -0.4105, -0.9292, -0.1296, 1.1960, -0.5762, -0.6025, -0.5354, -0.6051, -0.4850, 0.2091, 0.4234, 0.4172, 0.4170, 0.4055, 0.0720, 0.2487, 0.4492, 0.4198, 0.4604, 0.4690]
}


Entry 4:
{
  "formula": "C10H13N7O2S2",
  "method": "the ωB97M-V functional and the def2-TZVPD basis",
  "gap_ev": 9.14,
  "spin_multiplicity": 1,
  "e_tot_ev": -46775.6295,
  "molar_mass_g_mol": 327.4,
  "smiles": "CCc1nnc(NC(=O)CSc2nnc(C)c(=O)n2N)s1",
  "species": ["C", "C", "C", "N", "N", "C", "N", "C", "O", "C", "S", "C", "N", "N", "C", "C", "C", "O", "N", "N", "S", "H", "H", "H", "H", "H", "H", "H", "H", "H", "H", "H", "H", "H"],
  "xyz": [[-7.25, -0.19, -0.69], [-6.19, -1.27, -0.46], [-4.84, -0.68, -0.32], [-3.87, -0.85, -1.14], [-2.75, -0.21, -0.83], [-2.83, 0.48, 0.26], [-1.86, 1.25, 0.83], [-0.54, 1.47, 0.46], [0.13, 2.21, 1.13], [-0.02, 0.71, -0.73], [0.84, -0.77, -0.08], [2.50, -0.25, -0.26], [2.78, 0.84, -0.92], [4.04, 1.22, -1.05], [5.01, 0.55, -0.51], [6.41, 1.03, -0.66], [4.80, -0.67, 0.25], [5.63, -1.37, 0.80], [3.44, -1.03, 0.32], [3.12, -2.23, 0.93], [-4.42, 0.39, 1.03], [-7.02, 0.38, -1.59], [-8.23, -0.64, -0.79], [-7.27, 0.50, 0.16], [-6.43, -1.83, 0.44], [-6.16, -1.95, -1.31], [-2.13, 1.75, 1.66], [-0.82, 0.37, -1.39], [0.75, 1.29, -1.25], [6.84, 1.23, 0.32], [7.02, 0.26, -1.13], [6.42, 1.94, -1.27], [4.00, -2.61, 1.29], [2.44, -2.10, 1.68]],
  "mulliken_charge": [-1.0959, -0.2849, 0.3624, -0.8638, 0.0645, 0.4156, -0.0758, 0.3907, -0.5986, -0.6489, -0.1759, 0.6838, -0.1898, -0.8074, 0.5575, -1.0380, 0.6546, -0.7146, 0.4522, -1.0742, -0.2132, 0.3295, 0.3291, 0.3455, 0.2680, 0.2538, 0.2263, 0.6351, 0.3983, 0.2728, 0.2825, 0.3412, 0.2820, 0.2356]
}


Entry 5:
{
  "formula": "C2H9N3",
  "method": "the ωB97M-V functional and the def2-TZVPD basis",
  "gap_ev": 10.22,
  "spin_multiplicity": 1,
  "e_tot_ev": -6689.9401,
  "molar_mass_g_mol": 75.1,
  "smiles": "[H]/N=C/N.CN",
  "species": ["H", "N", "C", "N", "H", "H", "H", "C", "N", "H", "H", "H", "H", "H"],
  "xyz": [[-1.88, 1.77, 1.68], [-1.33, 1.28, 0.98], [-1.76, 1.51, -0.17], [-1.30, 0.83, -1.26], [-2.47, 2.32, -0.54], [-0.53, 0.15, -1.18], [-1.41, 1.24, -2.18], [2.10, -1.43, 0.29], [0.64, -1.05, 0.20], [2.52, -1.46, 1.33], [2.64, -0.67, -0.26], [2.28, -2.34, -0.23], [0.05, -1.85, 0.52], [0.45, -0.30, 0.83]],
  "mulliken_charge": [0.2020, -0.5470, 0.0351, -0.3580, 0.2304, 0.2804, 0.2200, -0.7987, -0.5493, 0.2440, 0.2810, 0.3126, 0.1984, 0.2492]
}


Entry 6:
{
  "formula": "C2H9NO2",
  "method": "the ωB97M-V functional and the def2-TZVPD basis",
  "gap_ev": 10.21,
  "spin_multiplicity": 1,
  "e_tot_ev": -7804.3156,
  "molar_mass_g_mol": 79.1,
  "smiles": "NCO.CO",
  "species": ["N", "C", "O", "H", "H", "H", "H", "H", "C", "O", "H", "H", "H", "H"],
  "xyz": [[-0.88, 1.80, -0.60], [-0.42, 1.19, -1.83], [-0.48, -0.23, -1.84], [-1.90, 1.85, -0.60], [-0.62, 1.19, 0.17], [-1.03, 1.47, -2.68], [0.62, 1.51, -2.00], [0.08, -0.55, -1.11], [0.77, -1.26, 2.10], [0.92, -1.18, 0.68], [0.03, -2.01, 2.37], [1.73, -1.44, 2.58], [0.41, -0.28, 2.45], [0.77, -2.06, 0.31]],
  "mulliken_charge": [-0.5632, -0.2091, -0.5372, 0.2544, 0.2025, 0.2875, 0.2549, 0.3676, -0.5598, -0.5417, 0.2881, 0.2406, 0.2161, 0.2991]
}


Entry 7:
{
  "formula": "C3H3N2O2",
  "method": "the ωB97M-V functional and the def2-TZVPD basis",
  "total_charge": 1,
  "gap_ev": 9.06,
  "spin_multiplicity": 1,
  "e_tot_ev": -10224.4232,
  "molar_mass_g_mol": 99.1,
  "species": ["C", "C", "C", "N", "N", "O", "O", "H", "H", "H"],
  "xyz": [[-1.09, -1.08, -0.14], [2.47, 0.38, 0.11], [-0.67, 1.34, -0.10], [-1.49, -2.16, 0.03], [-0.64, 0.04, -0.04], [3.54, 0.78, -0.06], [1.40, 0.01, 0.19], [-0.89, 1.76, -1.07], [-0.33, 1.77, 0.83], [-2.29, -2.84, 0.26]],
  "mulliken_charge": [0.3623, 0.6236, -0.1172, -0.1840, -0.0381, -0.3040, -0.3782, 0.3115, 0.3385, 0.3857]
}


Entry 8:
{
  "formula": "C18H20N7O2PPd",
  "method": "the ωB97M-V functional and the def2-TZVPD basis",
  "total_charge": 2,
  "gap_ev": [8.34, 6.71],
  "spin_multiplicity": 3,
  "s_squared": 2.01,
  "e_tot_ev": -46267.9753,
  "molar_mass_g_mol": 503.8,
  "species": ["Pd", "N", "N", "C", "N", "N", "N", "O", "O", "H", "H", "H", "H", "H", "N", "P", "C", "C", "C", "C", "C", "C", "C", "C", "C", "C", "C", "C", "C", "C", "C", "C", "C", "N", "H", "H", "H", "H", "H", "H", "H", "H", "H", "H", "H", "H", "H", "H", "H"],
  "xyz": [[0.74, 0.74, -1.36], [1.12, -1.43, -2.00], [0.24, -1.76, -3.04], [-0.63, -0.85, -3.55], [-1.41, -1.21, -4.55], [-0.58, 0.34, -2.95], [-1.43, 1.39, -3.29], [-2.25, 1.27, -4.17], [-1.22, 2.39, -2.62], [2.08, -1.57, -2.29], [0.91, -2.02, -1.18], [0.27, -2.69, -3.42], [-1.34, -2.12, -4.96], [-2.07, -0.53, -4.92], [1.05, 1.07, 1.71], [-0.13, 0.29, 0.81], [-0.01, -1.47, 1.11], [-1.00, -2.30, 0.55], [-0.90, -3.67, 0.68], [0.19, -4.23, 1.35], [1.17, -3.42, 1.90], [1.07, -2.04, 1.78], [-1.72, 0.90, 1.30], [-2.56, 0.17, 2.15], [-3.77, 0.72, 2.53], [-4.15, 1.97, 2.06], [-3.32, 2.69, 1.20], [-2.11, 2.15, 0.82], [2.22, 1.58, 1.16], [3.20, 2.16, 1.96], [4.34, 2.65, 1.36], [4.49, 2.56, -0.03], [3.48, 1.97, -0.75], [2.36, 1.49, -0.17], [0.89, 1.28, 2.69], [-1.86, -1.87, 0.05], [-1.67, -4.31, 0.27], [0.26, -5.31, 1.46], [2.00, -3.85, 2.43], [1.84, -1.40, 2.21], [-2.26, -0.80, 2.53], [-4.42, 0.17, 3.20], [-5.10, 2.39, 2.36], [-3.63, 3.66, 0.84], [-1.47, 2.71, 0.14], [3.06, 2.22, 3.03], [5.11, 3.11, 1.96], [5.37, 2.93, -0.53], [3.54, 1.88, -1.82]],
  "mulliken_charge": [0.0163, -0.3505, -0.2257, 0.8274, -0.3261, -0.3110, 1.2381, -0.6913, -0.6166, 0.2791, 0.2644, 0.1682, 0.1842, 0.2228, -0.1288, 1.2722, 0.1236, -0.1846, -0.7767, -0.5558, -0.6931, -0.4181, 0.6414, -0.2109, -0.7794, -0.4461, -0.8081, -0.4845, 0.6764, -0.8627, -0.2367, -0.8852, -0.1784, -0.0076, 0.2961, 0.5620, 0.4610, 0.4387, 0.4511, 0.4564, 0.4126, 0.4309, 0.4264, 0.4303, 0.2209, 0.4064, 0.4428, 0.4283, 0.4001]
}


Entry 9:
{
  "formula": "C10H21Cl2NO3PTi",
  "method": "the ωB97M-V functional and the def2-TZVPD basis",
  "total_charge": 3,
  "gap_ev": [5.41, 5.41],
  "spin_multiplicity": 1,
  "e_tot_ev": -75762.5384,
  "molar_mass_g_mol": 353.0,
  "species": ["C", "C", "H", "H", "H", "O", "Cl", "Ti", "P", "C", "C", "H", "H", "H", "C", "H", "H", "H", "H", "H", "H", "C", "O", "Cl", "C", "N", "C", "C", "C", "O", "H", "H", "H", "H", "H", "H", "H", "H", "H"],
  "xyz": [[0.80, -1.31, -3.74], [-0.05, -1.12, -2.53], [1.73, -0.74, -3.59], [0.30, -1.04, -4.69], [0.91, -2.39, -3.88], [0.36, -0.65, -1.45], [-1.73, -1.69, -2.75], [0.00, 0.13, 1.57], [0.95, -2.36, 0.95], [2.61, -2.66, 1.69], [-0.08, -3.65, 1.80], [0.37, -3.52, -1.16], [1.66, -4.35, -0.29], [2.02, -2.88, -1.20], [1.28, -3.37, -0.57], [-1.08, -3.62, 1.34], [0.37, -4.65, 1.66], [2.86, -3.73, 1.65], [2.64, -2.31, 2.72], [-0.17, -3.40, 2.87], [3.34, -2.10, 1.10], [1.88, 0.49, 1.94], [3.04, 0.71, 2.03], [-1.44, -0.67, 3.03], [-2.04, 4.73, 0.02], [-1.71, 3.32, -0.31], [-2.06, 2.91, -1.67], [-1.12, 2.52, 0.54], [-0.58, 3.00, 1.84], [-0.91, 1.25, 0.27], [-2.53, 5.22, -0.80], [-1.17, 5.34, 0.25], [-2.71, 4.81, 0.87], [-1.16, 2.63, -2.24], [-2.74, 2.05, -1.64], [-2.56, 3.74, -2.18], [-0.89, 2.33, 2.68], [0.53, 3.04, 1.78], [-0.93, 4.01, 2.08]],
  "mulliken_charge": [-0.9618, 0.5001, 0.3019, 0.4275, 0.3197, -0.4796, -0.0826, 0.3990, 1.1542, -1.3109, -1.2196, 0.3900, 0.5778, 0.3811, -1.3306, 0.4167, 0.4209, 0.4134, 0.4462, 0.4157, 0.4336, 0.5741, -0.0305, -0.0956, -1.0036, 0.0737, -0.7291, 1.1185, -1.4611, -0.3737, 0.3058, 0.4307, 0.4357, 0.3139, 0.3208, 0.3190, 0.3673, 0.3590, 0.4621]
}


Entry 10:
{
  "formula": "C7H12Cl2OS",
  "method": "the ωB97M-V functional and the def2-TZVPD basis",
  "gap_ev": [7.09, 7.09],
  "spin_multiplicity": 1,
  "e_tot_ev": -45377.1599,
  "molar_mass_g_mol": 215.1,
  "species": ["C", "C", "C", "C", "C", "C", "C", "O", "S", "Cl", "Cl", "H", "H", "H", "H", "H", "H", "H", "H", "H", "H", "H", "H"],
  "xyz": [[2.63, -0.61, -1.65], [-1.96, -0.30, 0.46], [1.26, -0.28, -1.24], [-1.31, 0.74, -0.39], [1.13, 0.36, 0.14], [-0.07, 1.33, 0.18], [1.91, -0.79, -4.24], [3.72, -0.94, -1.47], [2.24, 0.89, -4.92], [0.15, -0.86, -4.40], [2.77, -2.03, -5.16], [-2.28, 0.37, 1.31], [-2.85, -0.85, 0.07], [-1.23, -1.08, 0.75], [0.85, 0.20, -2.08], [0.83, -1.28, -1.14], [-2.04, 1.50, -0.44], [-0.99, 0.28, -1.36], [2.08, 0.96, 0.32], [1.09, -0.48, 0.87], [-0.41, 1.49, 1.26], [0.14, 2.21, -0.48], [3.52, 0.83, -4.42]],
  "mulliken_charge": [0.2049, -1.1337, -0.1868, -0.3208, -0.5652, -0.4951, -0.1414, -0.2735, -0.1689, -0.2031, -0.1857, 0.3073, 0.3189, 0.2417, 0.3007, 0.3670, 0.3829, 0.1427, 0.3842, 0.3218, 0.3081, 0.2771, 0.1168]
}


Entry 11:
{
  "formula": "C4H8BN",
  "method": "the ωB97M-V functional and the def2-TZVPD basis",
  "gap_ev": [5.55, 8.09],
  "spin_multiplicity": 3,
  "s_squared": 2.01,
  "e_tot_ev": -6439.1122,
  "molar_mass_g_mol": 80.9,
  "species": ["B", "C", "C", "C", "C", "N", "H", "H", "H", "H", "H", "H", "H", "H"],
  "xyz": [[0.62, 1.44, 0.23], [-1.40, -0.35, 0.20], [-0.42, -1.26, 0.24], [-1.13, 1.01, -0.37], [0.93, -0.92, -0.39], [1.47, 0.31, 0.18], [0.90, 2.53, 0.34], [-2.42, -0.57, 0.47], [-0.60, -2.34, 0.61], [-1.86, 1.77, -0.01], [-1.00, 1.10, -1.53], [1.57, -1.73, -0.32], [0.92, -0.79, -1.48], [2.47, 0.28, 0.28]],
  "mulliken_charge": [0.1419, -0.2627, -0.4008, -0.8048, -0.4457, -0.2664, -0.0785, 0.4186, 0.3183, 0.3003, 0.1961, 0.3889, 0.2481, 0.2467]
}


Entry 12:
{
  "formula": "C5H11N",
  "method": "the ωB97M-V functional and the def2-TZVPD basis",
  "gap_ev": 9.12,
  "spin_multiplicity": 1,
  "e_tot_ev": -6850.4555,
  "molar_mass_g_mol": 85.1,
  "smiles": "C=CC.C=CN",
  "species": ["C", "C", "C", "H", "H", "H", "H", "H", "H", "C", "C", "N", "H", "H", "H", "H", "H"],
  "xyz": [[1.80, 0.89, 0.69], [2.50, 0.50, -0.41], [2.06, 0.79, -1.83], [2.47, 1.01, 1.62], [0.72, 1.22, 0.77], [3.56, 0.19, -0.26], [2.76, 1.56, -2.21], [1.06, 1.07, -1.87], [2.25, -0.12, -2.46], [-2.61, -0.42, -0.44], [-2.20, -1.30, 0.53], [-2.57, -1.32, 1.91], [-3.50, 0.29, -0.26], [-1.80, 0.10, -0.96], [-1.51, -1.99, 0.24], [-2.70, -0.44, 2.37], [-2.30, -2.02, 2.58]],
  "mulliken_charge": [-0.6295, 0.0343, -0.8716, 0.1849, 0.2161, 0.2648, 0.2500, 0.2946, 0.2550, -0.6933, -0.0012, -0.4910, 0.2300, 0.1559, 0.3639, 0.2165, 0.2207]
}